Record 1
C43H52N2O3S as an isolated structure, computed with ωB97M-V/def2-TZVPD.

As for the LUMO energy: -0.48 eV. The value obtained for the HOMO energy is -8.43 eV. The multiplicity is 1.

Atoms and positions in Å:
S1 -3.19895 0.27316 -1.59044
O1 -2.19913 -2.31638 1.75324
O2 0.07352 2.92730 -0.13794
O3 -3.38747 -3.77198 0.52991
N1 -2.37827 -0.99229 -1.05468
N2 -2.21611 1.46979 -1.18458
C1 2.97148 0.73403 2.10036
C2 -0.78967 -4.61666 -3.23572
C3 0.86183 7.89483 -2.26902
C4 -3.30486 -2.71399 1.10086
C5 2.18513 1.52845 1.05378
C6 -4.41191 -1.69845 1.14456
C7 8.90980 -0.88332 -2.66966
C8 -9.56144 -2.93526 2.57024
C9 -0.99125 3.71716 0.39667
C10 6.81578 -1.67813 -1.79784
C11 -10.28921 -0.79553 1.74988
C12 1.16001 -5.66980 -4.16724
C13 7.42595 -2.86485 -1.41553
C14 -10.47945 -1.89433 2.57629
C15 0.83055 9.81466 -0.82224
C16 -0.32837 -3.38146 -3.66783
C17 0.83884 -0.58299 0.55342
C18 -9.17989 -0.73699 0.91803
C19 -0.22371 -1.27593 0.08938
C20 -1.03508 -3.11103 1.54532
C21 -4.04918 -0.28062 1.61387
C22 -1.60986 3.20652 1.67592
C23 1.61987 -4.43456 -4.60223
C24 -0.36103 -2.76540 0.22897
C25 0.37252 7.10768 -1.23602
C26 0.11074 7.67545 0.00313
C27 -1.17101 0.90793 -0.58002
C28 0.33894 9.02871 0.21034
C29 4.10177 -0.14465 1.52596
C30 1.09169 9.24772 -2.06187
C31 4.08848 -1.61698 1.98192
C32 5.49125 -2.17473 2.20964
C33 -0.62686 3.07238 2.84571
C34 0.87603 -3.28952 -4.35150
C35 -0.04464 -5.76111 -3.48327
C36 -8.45157 -2.87706 1.73886
C37 9.51921 -2.07068 -2.28867
C38 -1.25805 -0.51486 -0.51122
C39 -8.26119 -1.77725 0.91406
C40 -0.04269 1.57580 -0.03335
C41 7.55786 -0.68700 -2.42483
C42 8.77736 -3.06182 -1.66131
C43 0.95084 0.84334 0.51781
H1 5.06588 0.29141 1.78523
H2 1.47432 9.86100 -2.86738
H3 -7.73553 -3.68914 1.73165
H4 2.29932 0.13188 2.70764
H5 -0.27199 7.06348 0.81027
H6 9.25255 -3.98746 -1.36361
H7 4.05195 -0.11775 0.43654
H8 -7.39508 -1.73215 0.26637
H9 -9.03165 0.11908 0.27250
H10 -0.28053 2.04419 2.94022
H11 2.82763 1.75398 0.19987
H12 -2.37544 3.94004 1.93702
H13 -9.71177 -3.79332 3.21242
H14 5.46604 -3.25975 2.29598
H15 -0.90852 -2.48919 -3.46622
H16 -1.27082 -4.17056 1.60362
H17 0.64115 -3.18753 0.28923
H18 1.06379 7.45303 -3.23612
H19 0.19610 6.05140 -1.39715
H20 -2.14585 2.27153 1.51487
H21 0.13283 9.47102 1.17645
H22 -0.91003 -3.17131 -0.61443
H23 10.57342 -2.22328 -2.48010
H24 5.91271 -1.76242 3.12349
H25 -1.72951 -4.68508 -2.70187
H26 5.76090 -1.52574 -1.60645
H27 -11.00607 0.01531 1.75405
H28 1.23551 -2.32555 -4.68814
H29 -1.13525 3.30322 3.77905
H30 -0.36061 -2.86697 2.36393
H31 -2.97822 -0.10277 1.57871
H32 1.65151 -1.13852 0.99752
H33 9.48911 -0.11003 -3.15723
H34 -0.40301 -6.72402 -3.14297
H35 6.84707 -3.63538 -0.92234
H36 6.14404 -1.92828 1.37332
H37 3.58161 -2.21749 1.22730
H38 -4.52363 0.46104 0.97325
H39 2.55819 -4.36414 -5.13726
H40 1.01079 10.86953 -0.66070
H41 3.41592 1.46249 2.77734
H42 3.53070 -1.69123 2.91554
H43 -11.34413 -1.93943 3.22565
H44 1.88644 2.50090 1.44451
H45 -4.82734 -1.65710 0.14055
H46 -1.75777 3.87623 -0.36105
H47 1.74151 -6.56205 -4.36054
H48 -5.20586 -2.09812 1.77391
H49 7.08218 0.23809 -2.72382
H50 -4.39202 -0.09112 2.62710
H51 -0.54155 4.68864 0.60437
H52 0.23043 3.73009 2.72673



Record 2
C43H52NO2OsS4SiTe2 as an isolated structure in a non-equilibrium geometry, computed with ωB97M-V/def2-TZVPD.

As for the LUMO energy (alpha / beta): 0.27 / -1.96 eV. The value obtained for the HOMO energy (alpha / beta) is -6.07 / -7.76 eV. The multiplicity is 6. The relative energy (zero: lowest compared OMol25 entry of this formula, charge and spin) is 0.0 kJ/mol.

Atoms and positions in Å:
Os1 0.24761 0.47625 -0.02729
Te1 2.73423 -2.36104 -0.31870
Te2 0.76204 -0.11722 -2.86971
S1 -0.76647 -1.61622 0.26939
S2 -0.76251 -0.43290 3.45029
S3 0.30600 0.92089 2.57668
S4 -1.73810 -1.69929 2.04631
Si1 -2.30951 2.58056 -1.01196
O1 -1.42928 1.45106 -0.22180
O2 1.84778 2.04543 -0.09219
N1 2.16911 -0.12893 0.07071
C1 4.15441 1.40963 -0.05150
C2 1.46434 -3.91419 1.92653
C3 3.68032 -4.96109 -1.62626
C4 1.00037 -4.86259 0.83880
C5 5.10554 0.53260 -0.56456
C6 -0.01278 4.12361 -1.66858
C7 2.52511 -4.68546 -2.57455
C8 5.89410 3.02279 0.37425
C9 -4.53342 2.28414 -2.87174
C10 -3.51408 0.26296 -2.07315
C11 5.48055 -6.46221 -0.98407
C12 -3.13435 3.67116 0.27541
C13 0.83105 4.87240 -2.48213
C14 0.46642 5.15070 -3.79538
C15 5.15116 -4.37967 0.23079
C16 -0.73662 4.66437 -4.29353
C17 1.05496 -4.19317 3.22652
C18 -0.52684 -1.76542 -3.23821
C19 -4.38021 -0.48685 -2.86618
C20 5.84362 -5.56868 0.01433
C21 -3.91179 4.81562 -0.39524
C22 -3.56858 1.66368 -2.06250
C23 4.02964 -4.10060 -0.57051
C24 2.24466 -2.30778 4.05263
C25 -4.09040 2.80181 1.10598
C26 6.24664 -7.74282 -1.20488
C27 4.55458 2.66083 0.41161
C28 -1.23451 3.62744 -2.14612
C29 6.83948 2.14415 -0.14354
C30 2.70215 1.07925 -0.03133
C31 2.69977 -1.98739 2.77897
C32 5.65496 -3.45457 1.31377
C33 4.40351 -6.13562 -1.79927
C34 -1.57243 3.90646 -3.47699
C35 -2.04692 4.25880 1.18914
C36 0.94729 -3.70060 5.69993
C37 6.44362 0.89936 -0.61490
C38 -0.09256 0.99681 -4.46708
C39 -5.31984 0.15093 -3.66856
C40 -5.39714 1.53884 -3.66833
C41 2.28470 -2.79883 1.70734
C42 3.63632 -0.80518 2.68218
C43 1.41892 -3.39690 4.29956
H1 -1.40146 3.47370 1.60458
H2 -3.55352 1.97900 1.59519
H3 -5.99218 -0.43066 -4.28960
H4 1.77816 5.23233 -2.09167
H5 1.57656 -5.03680 -2.15196
H6 0.22622 -4.52022 5.70860
H7 0.30111 3.90288 -0.65360
H8 5.02556 -3.51170 2.20397
H9 1.08789 -4.43880 -0.15750
H10 -6.12980 2.04176 -4.29082
H11 2.41337 -3.62656 -2.80313
H12 -1.41175 4.97177 0.65046
H13 4.42367 -0.89515 3.43541
H14 -4.61536 3.36717 -2.88802
H15 2.67781 -5.21099 -3.51828
H16 0.47464 -2.82194 6.14790
H17 -0.31421 -2.54913 -2.51196
H18 6.59418 -7.81458 -2.23780
H19 1.11775 5.74359 -4.42889
H20 0.41651 -5.05779 3.39439
H21 -2.49922 3.51994 -3.88940
H22 -2.51120 4.79350 2.02932
H23 6.20041 3.99426 0.74508
H24 7.17655 0.21211 -1.02676
H25 -0.04878 -5.12399 0.99076
H26 -2.78846 -0.24021 -1.43752
H27 4.12030 -6.81153 -2.60362
H28 4.10630 -0.71606 1.71530
H29 0.26345 2.02415 -4.38706
H30 7.11453 -7.80508 -0.54702
H31 -1.55379 -1.42184 -3.12456
H32 4.79993 -0.43047 -0.94670
H33 -4.57170 3.40551 1.88778
H34 -4.76446 4.43911 -0.97149
H35 0.22545 0.55324 -5.41099
H36 -1.17986 0.97492 -4.36836
H37 -1.01810 4.86040 -5.32327
H38 -0.34819 -2.11982 -4.25268
H39 7.88246 2.43125 -0.18849
H40 -3.27437 5.39908 -1.06961
H41 5.65604 -2.41882 0.97713
H42 1.59042 -5.78499 0.86069
H43 5.61221 -8.61191 -1.01375
H44 6.67386 -3.71636 1.60151
H45 -4.32379 -1.57171 -2.85371
H46 3.09708 0.12726 2.87103
H47 -4.30907 5.50140 0.36602
H48 3.80354 3.33791 0.79995
H49 6.70044 -5.79611 0.64367
H50 -4.87879 2.36230 0.48338
H51 1.78773 -3.98169 6.34038
H52 2.55520 -1.67824 4.88433